{
  "formula": "C25H68O9",
  "method": "ωB97M-V with the def2-TZVPD basis set",
  "smiles": "CC(C)O.CC(C)O.CC(C)O.CC(C)O.CC(C)O.CC(C)O.CC(C)O.CCO.CCO",
  "e_homo_ev": -9.858,
  "gap_ev": 10.270,
  "relative_energy_kj_mol": 313.2,
  "elements": ["C", "C", "O", "H", "H", "H", "H", "H", "H", "C", "C", "O", "H", "H", "H", "H", "H", "H", "C", "C", "C", "O", "H", "H", "H", "H", "H", "H", "H", "H", "C", "C", "C", "O", "H", "H", "H", "H", "H", "H", "H", "H", "C", "C", "C", "O", "H", "H", "H", "H", "H", "H", "H", "H", "C", "C", "C", "O", "H", "H", "H", "H", "H", "H", "H", "H", "C", "C", "C", "O", "H", "H", "H", "H", "H", "H", "H", "H", "C", "C", "C", "O", "H", "H", "H", "H", "H", "H", "H", "H", "C", "C", "C", "O", "H", "H", "H", "H", "H", "H", "H", "H"],
  "coordinates": [[2.600, -6.656, 4.884], [1.062, -7.047, 4.776], [0.636, -7.350, 3.474], [2.854, -5.921, 4.121], [3.218, -7.528, 4.668], [2.898, -6.253, 5.852], [0.460, -6.218, 5.149], [0.930, -7.875, 5.472], [-0.239, -7.741, 3.533], [-3.794, -2.005, -7.441], [-4.610, -3.276, -7.207], [-4.141, -4.234, -8.085], [-3.913, -1.652, -8.466], [-2.727, -2.046, -7.221], [-4.171, -1.197, -6.815], [-5.665, -3.050, -7.359], [-4.510, -3.708, -6.211], [-4.653, -5.032, -7.936], [1.909, -8.921, -2.645], [3.196, -9.414, -2.021], [4.238, -8.315, -1.701], [2.896, -9.971, -0.780], [1.462, -9.689, -3.275], [2.130, -8.212, -3.443], [1.169, -8.520, -1.952], [3.661, -10.134, -2.694], [3.973, -7.523, -1.001], [4.553, -7.945, -2.676], [5.120, -8.741, -1.222], [2.511, -9.222, -0.318], [-0.434, 7.998, -6.824], [-1.411, 7.679, -5.714], [-2.640, 8.618, -5.874], [-1.762, 6.329, -5.762], [-0.294, 9.066, -6.991], [-0.764, 7.560, -7.766], [0.549, 7.611, -6.555], [-1.008, 7.743, -4.703], [-3.344, 8.392, -5.073], [-3.140, 8.527, -6.838], [-2.315, 9.651, -5.753], [-2.364, 6.145, -6.487], [8.312, 0.118, -2.231], [6.859, -0.354, -2.505], [6.848, -1.457, -3.590], [6.372, -0.952, -1.291], [8.753, 0.427, -3.179], [8.880, -0.768, -1.949], [8.364, 0.770, -1.359], [6.198, 0.474, -2.761], [7.177, -1.055, -4.549], [5.838, -1.854, -3.695], [7.580, -2.204, -3.283], [5.553, -1.423, -1.463], [3.672, 7.238, 0.459], [4.892, 6.402, 0.077], [5.301, 6.550, -1.439], [5.940, 6.859, 0.874], [3.768, 8.238, 0.038], [3.538, 7.239, 1.541], [2.808, 6.764, -0.007], [4.702, 5.348, 0.279], [6.165, 5.925, -1.663], [5.559, 7.584, -1.668], [4.486, 6.160, -2.049], [5.541, 6.938, 1.743], [-4.368, -2.077, 8.818], [-4.711, -1.598, 10.256], [-6.181, -1.106, 10.455], [-4.494, -2.611, 11.153], [-4.260, -1.179, 8.210], [-5.144, -2.737, 8.429], [-3.373, -2.517, 8.748], [-4.036, -0.840, 10.652], [-6.368, -0.186, 9.901], [-6.404, -0.904, 11.503], [-6.820, -1.885, 10.039], [-5.061, -3.353, 10.930], [-2.216, -1.973, 0.099], [-1.109, -2.007, -0.913], [-0.486, -0.659, -1.177], [-0.136, -2.899, -0.489], [-2.867, -2.812, -0.144], [-2.838, -1.097, -0.084], [-1.854, -2.016, 1.127], [-1.468, -2.402, -1.864], [0.375, -0.752, -1.839], [-0.243, -0.191, -0.223], [-1.201, -0.025, -1.702], [-0.479, -3.543, 0.135], [-4.569, 5.526, 2.474], [-5.345, 5.176, 3.766], [-4.977, 6.085, 4.972], [-6.798, 5.253, 3.551], [-4.857, 6.544, 2.211], [-4.818, 4.899, 1.617], [-3.524, 5.579, 2.777], [-5.064, 4.153, 4.016], [-5.470, 7.056, 4.920], [-3.915, 6.331, 4.981], [-5.185, 5.723, 5.978], [-6.970, 6.156, 3.272]]
}